A structure of composition C39H57BrO16S in a non-equilibrium geometry, computed with wB97M-V/def2-TZVPD.

Charge: 0
Kohn-Sham gap: 9.36 eV
Energy: -155005.6060 eV
E_HOMO: -8.94 eV
LUMO: 0.42 eV

Geometry (Å):
Br (5.451, 3.435, -3.605)
S (2.342, 2.519, -0.061)
O (1.917, 0.128, 5.136)
O (-3.383, 0.641, 4.749)
O (1.351, -4.004, -3.096)
O (-6.425, 1.623, -2.633)
O (2.759, 3.836, 0.243)
O (-1.365, 1.621, 4.693)
O (1.241, 0.711, 7.198)
O (-2.587, -1.727, -1.409)
O (3.904, -7.376, 1.811)
O (-7.329, 2.572, -4.458)
O (1.692, -7.658, 2.109)
O (1.909, -3.910, -0.925)
O (1.107, 2.546, -1.090)
O (2.101, 1.633, 1.020)
O (-1.717, 0.170, -0.597)
O (3.531, 1.875, -0.985)
C (1.739, 1.006, 6.149)
C (-0.940, -0.737, -2.802)
C (1.621, -4.567, -2.074)
C (1.164, 0.211, -1.583)
C (3.773, 1.040, -3.260)
C (-1.522, 3.005, -3.326)
C (3.258, -8.920, 3.469)
C (3.910, 2.058, -5.647)
C (-3.839, 3.888, -3.161)
C (-1.761, -0.346, 0.750)
C (-6.903, 1.181, -1.350)
C (-2.636, 1.485, 5.147)
C (5.106, -7.976, 2.327)
C (2.955, 1.926, -2.328)
C (-2.334, 4.128, -3.296)
C (-7.441, 2.194, -3.329)
C (2.297, -4.852, 0.096)
C (-1.799, -0.806, -1.546)
C (0.577, -0.859, -2.531)
C (-0.686, 2.647, 5.438)
C (1.700, -6.177, -0.339)
C (4.630, 1.798, -4.309)
C (2.295, 2.364, 5.763)
C (2.635, 0.761, 4.059)
C (1.445, 1.617, -2.194)
C (-3.119, 0.006, 1.403)
C (0.358, 4.458, -3.567)
C (-0.162, 3.183, -3.465)
C (2.817, -7.924, 2.417)
C (-1.790, 3.519, 6.014)
C (1.741, -6.062, -1.860)
C (2.408, 2.248, 4.247)
C (-8.149, 2.007, -1.079)
C (0.831, 2.020, -3.548)
C (-2.914, 2.510, 6.227)
C (-0.449, 5.575, -3.542)
C (-8.698, 2.226, -2.484)
C (-1.818, 5.393, -3.409)
C (4.719, -8.538, 3.685)
H (-1.230, -1.584, -3.432)
H (-6.129, 1.342, -0.601)
H (2.955, 3.013, -2.510)
H (-1.228, 0.160, -3.364)
H (0.915, -6.587, -2.332)
H (-4.110, 3.501, -2.175)
H (-2.846, 2.022, 7.201)
H (-3.580, 0.775, 0.767)
H (2.231, -7.030, 0.051)
H (-2.482, 6.256, -3.410)
H (1.082, -0.835, -3.509)
H (3.194, 2.862, 3.813)
H (0.665, -6.244, -0.004)
H (3.691, 0.489, 4.138)
H (5.350, -9.366, 4.002)
H (2.251, 0.407, 3.107)
H (4.675, 2.113, -6.430)
H (-7.117, 0.111, -1.410)
H (3.388, -4.883, 0.143)
H (5.472, 1.141, -4.549)
H (-7.869, 2.967, -0.642)
H (1.618, 3.159, 6.064)
H (2.669, -8.810, 4.376)
H (2.693, -6.401, -2.272)
H (-2.911, 0.468, 2.379)
H (-1.512, -1.409, 0.811)
H (-9.355, 1.413, -2.798)
H (-8.848, 1.521, -0.400)
H (5.884, -7.219, 2.398)
H (1.652, 2.380, -4.182)
H (-3.809, -0.840, 1.448)
H (-0.026, 3.201, 4.772)
H (-0.994, 0.186, 1.330)
H (-9.206, 3.181, -2.580)
H (-2.100, 4.261, 5.275)
H (2.139, -0.179, -1.247)
H (0.567, 0.279, -0.672)
H (1.429, 4.630, -3.681)
H (3.055, 0.434, -3.833)
H (3.215, 1.253, -5.909)
H (-3.895, 2.957, 6.095)
H (-0.029, 6.572, -3.649)
H (1.462, 2.538, 3.785)
H (-1.493, 4.049, 6.917)
H (3.396, 3.028, -5.661)
H (-4.140, 3.153, -3.919)
H (4.786, -7.756, 4.443)
H (-4.338, 4.826, -3.428)
H (4.428, 0.348, -2.723)
H (-1.952, 2.012, -3.241)
H (5.431, -8.752, 1.632)
H (-0.083, 2.169, 6.215)
H (0.772, -1.851, -2.118)
H (0.362, 1.204, -4.103)
H (1.913, -4.522, 1.058)
H (3.269, 2.494, 6.238)
H (3.153, -9.928, 3.066)

Atoms 1-6, force components in eV/Å:
Br -0.091 -0.298 -0.155
S 1.196 0.190 0.094
O -0.053 0.205 0.236
O 0.141 0.034 -0.175
O -0.029 0.210 0.139
O -0.103 0.110 0.008

Atomic partial charges in e from the Löwdin method, atoms 1 to 8: Br 0.721; S 0.621; O 0.043; O 0.118; O 0.110; O 0.012; O -0.215; O 0.041